{
  "formula": "C74H165B3F12N8O",
  "method": "ωB97M-V with the def2-TZVPD basis set",
  "max_force_ev_per_a": 4.58,
  "gap_ev": 6.845,
  "charge": 4,
  "lumo_energy_ev": -7.05,
  "multiplicity": 1,
  "species": ["C", "C", "O", "H", "H", "H", "H", "H", "C", "C", "C", "N", "C", "C", "C", "C", "C", "C", "H", "H", "H", "H", "H", "H", "H", "H", "H", "H", "H", "H", "H", "H", "H", "H", "H", "H", "H", "H", "C", "C", "C", "N", "C", "C", "C", "C", "C", "C", "H", "H", "H", "H", "H", "H", "H", "H", "H", "H", "H", "H", "H", "H", "H", "H", "H", "H", "H", "H", "C", "C", "C", "N", "C", "C", "C", "C", "C", "C", "H", "H", "H", "H", "H", "H", "H", "H", "H", "H", "H", "H", "H", "H", "H", "H", "H", "H", "H", "H", "C", "C", "C", "N", "C", "C", "C", "C", "C", "C", "H", "H", "H", "H", "H", "H", "H", "H", "H", "H", "H", "H", "H", "H", "H", "H", "H", "H", "H", "H", "C", "C", "C", "N", "C", "C", "C", "C", "C", "C", "H", "H", "H", "H", "H", "H", "H", "H", "H", "H", "H", "H", "H", "H", "H", "H", "H", "H", "H", "H", "C", "C", "C", "N", "C", "C", "C", "C", "C", "C", "H", "H", "H", "H", "H", "H", "H", "H", "H", "H", "H", "H", "H", "H", "H", "H", "H", "H", "H", "H", "C", "C", "C", "N", "C", "C", "C", "C", "C", "C", "H", "H", "H", "H", "H", "H", "H", "H", "H", "H", "H", "H", "H", "H", "H", "H", "H", "H", "H", "H", "C", "C", "C", "N", "C", "C", "C", "C", "C", "C", "H", "H", "H", "H", "H", "H", "H", "H", "H", "H", "H", "H", "H", "H", "H", "H", "H", "H", "H", "H", "B", "F", "F", "F", "F", "B", "F", "F", "F", "F", "B", "F", "F", "F", "F"],
  "positions_angstrom": [[-1.075, 0.660, 0.689], [-0.863, 2.121, 0.243], [-1.218, 2.527, -1.014], [-1.411, 0.817, 1.714], [-0.212, 0.006, 0.818], [-1.842, 0.167, 0.093], [0.173, 2.413, 0.417], [-1.415, 2.640, 1.027], [5.369, -6.767, 3.430], [4.387, -6.532, 2.241], [3.022, -7.038, 2.672], [2.000, -7.223, 1.458], [1.628, -5.842, 0.986], [0.984, -5.033, 2.023], [-0.173, -5.660, 2.660], [0.064, -7.156, 3.078], [0.818, -7.984, 2.088], [2.640, -7.861, 0.282], [5.717, -7.800, 3.448], [4.803, -6.757, 4.361], [6.258, -6.140, 3.494], [4.795, -7.163, 1.450], [4.334, -5.526, 1.826], [2.538, -6.508, 3.492], [3.222, -8.010, 3.122], [2.448, -5.455, 0.382], [0.941, -5.830, 0.140], [1.687, -4.553, 2.704], [0.555, -4.201, 1.465], [-0.579, -5.229, 3.575], [-1.007, -5.526, 1.970], [0.577, -7.219, 4.037], [-0.879, -7.699, 3.139], [1.089, -8.997, 2.386], [0.164, -8.258, 1.259], [2.929, -8.911, 0.318], [3.504, -7.296, -0.067], [1.915, -7.720, -0.519], [0.854, 5.613, 2.547], [0.158, 6.457, 1.499], [0.547, 6.041, 0.018], [-0.294, 6.818, -1.047], [-0.385, 8.309, -0.840], [0.948, 8.957, -0.859], [1.550, 8.732, -2.350], [1.691, 7.229, -2.693], [0.372, 6.469, -2.472], [-1.772, 6.366, -1.084], [0.789, 4.542, 2.354], [0.303, 5.687, 3.485], [1.918, 5.808, 2.682], [0.652, 7.413, 1.671], [-0.920, 6.568, 1.615], [0.263, 5.002, -0.147], [1.582, 6.244, -0.255], [-1.090, 8.560, -0.048], [-0.953, 8.542, -1.740], [1.660, 8.592, -0.118], [0.806, 10.037, -0.845], [2.456, 9.308, -2.536], [0.778, 9.181, -2.975], [2.402, 6.776, -2.001], [1.936, 7.075, -3.744], [0.508, 5.391, -2.564], [-0.265, 6.704, -3.324], [-1.624, 5.335, -1.403], [-2.147, 6.951, -1.924], [-2.193, 6.404, -0.079], [-8.513, -4.266, -4.016], [-7.192, -4.008, -3.249], [-6.549, -5.155, -2.418], [-5.022, -5.041, -2.140], [-4.713, -3.590, -1.725], [-3.251, -3.497, -1.266], [-2.750, -4.611, -0.253], [-3.201, -6.043, -0.587], [-4.703, -6.040, -1.004], [-4.286, -5.430, -3.453], [-8.964, -5.167, -3.600], [-8.599, -4.223, -5.102], [-9.231, -3.478, -3.789], [-7.253, -3.152, -2.577], [-6.617, -3.515, -4.032], [-6.671, -6.074, -2.990], [-7.034, -5.171, -1.442], [-5.543, -3.188, -1.145], [-4.791, -3.023, -2.652], [-2.913, -2.477, -1.083], [-2.659, -3.703, -2.158], [-3.112, -4.395, 0.752], [-1.698, -4.328, -0.230], [-3.398, -6.615, 0.320], [-2.521, -6.502, -1.305], [-5.365, -5.782, -0.177], [-5.069, -7.010, -1.338], [-4.625, -6.450, -3.637], [-3.205, -5.322, -3.371], [-4.584, -4.706, -4.210], [-5.302, 3.796, -2.820], [-4.689, 3.377, -1.465], [-5.807, 3.321, -0.461], [-5.190, 3.224, 0.963], [-6.444, 3.357, 1.935], [-6.040, 3.471, 3.376], [-4.917, 4.438, 3.750], [-3.734, 4.253, 2.884], [-4.127, 4.281, 1.317], [-4.520, 1.829, 1.047], [-5.436, 4.875, -2.732], [-6.314, 3.395, -2.888], [-4.738, 3.570, -3.725], [-3.879, 4.102, -1.379], [-4.180, 2.423, -1.596], [-6.567, 2.541, -0.504], [-6.272, 4.307, -0.445], [-7.053, 4.211, 1.639], [-7.138, 2.529, 1.790], [-6.930, 3.867, 3.867], [-5.880, 2.509, 3.864], [-5.139, 5.504, 3.794], [-4.685, 4.125, 4.768], [-2.936, 4.959, 3.112], [-3.169, 3.351, 3.120], [-4.468, 5.279, 1.039], [-3.201, 4.083, 0.777], [-3.620, 1.984, 0.453], [-5.241, 1.067, 0.751], [-4.309, 1.550, 2.079], [2.708, -0.418, 1.457], [4.215, -0.541, 1.241], [4.544, -1.870, 0.629], [6.010, -2.054, 0.222], [6.690, -0.957, -0.620], [6.098, -0.992, -2.019], [6.414, -2.280, -2.746], [5.782, -3.470, -1.918], [6.141, -3.522, -0.446], [6.881, -2.220, 1.561], [2.454, 0.170, 2.339], [2.258, -1.399, 1.611], [2.304, 0.067, 0.569], [4.596, -0.430, 2.256], [4.615, 0.256, 0.613], [4.057, -2.125, -0.312], [4.210, -2.652, 1.310], [6.480, 0.038, -0.228], [7.754, -1.167, -0.727], [5.013, -0.910, -2.090], [6.498, -0.171, -2.615], [5.878, -2.307, -3.695], [7.447, -2.397, -3.074], [4.706, -3.343, -2.036], [6.167, -4.336, -2.455], [5.457, -4.151, 0.124], [7.164, -3.875, -0.316], [7.939, -2.155, 1.309], [6.644, -3.075, 2.195], [6.517, -1.349, 2.107], [2.900, 3.242, 0.647], [4.431, 3.473, 0.337], [4.649, 4.427, -0.908], [6.101, 4.371, -1.376], [6.430, 2.920, -1.879], [7.652, 2.820, -2.753], [7.542, 3.719, -4.006], [7.341, 5.203, -3.566], [6.198, 5.461, -2.548], [7.170, 4.766, -0.333], [2.833, 2.654, 1.562], [2.340, 2.931, -0.235], [2.480, 4.234, 0.814], [4.986, 2.539, 0.255], [4.924, 3.957, 1.181], [4.384, 5.429, -0.572], [4.121, 4.091, -1.800], [5.505, 2.599, -2.360], [6.557, 2.239, -1.038], [7.663, 1.777, -3.068], [8.599, 3.064, -2.271], [6.630, 3.521, -4.569], [8.407, 3.513, -4.637], [7.193, 5.782, -4.478], [8.291, 5.514, -3.132], [5.259, 5.320, -3.084], [6.114, 6.393, -1.990], [7.254, 4.089, 0.517], [6.748, 5.710, 0.011], [8.152, 5.092, -0.674], [0.513, 2.050, 4.238], [-0.502, 1.128, 4.920], [-0.571, -0.298, 4.397], [-1.298, -1.350, 5.343], [-2.756, -0.790, 5.666], [-3.628, -0.873, 4.414], [-3.552, -2.195, 3.627], [-2.072, -2.800, 3.376], [-1.270, -2.759, 4.696], [-0.539, -1.463, 6.689], [1.487, 1.886, 4.699], [0.072, 3.037, 4.378], [0.751, 1.750, 3.218], [-1.483, 1.563, 4.731], [-0.427, 1.294, 5.994], [0.453, -0.643, 4.259], [-1.102, -0.435, 3.455], [-2.737, 0.216, 6.085], [-3.253, -1.482, 6.346], [-3.339, -0.095, 3.707], [-4.640, -0.638, 4.742], [-4.152, -2.139, 2.719], [-4.052, -2.880, 4.311], [-1.500, -2.407, 2.535], [-2.184, -3.845, 3.089], [-0.261, -3.142, 4.545], [-1.614, -3.377, 5.526], [0.532, -1.497, 6.489], [-0.670, -2.367, 7.284], [-0.768, -0.578, 7.284], [-5.427, -0.038, -2.793], [-3.992, -0.323, -3.286], [-3.138, 0.930, -3.659], [-1.729, 0.674, -4.333], [-0.827, -0.532, -3.630], [0.722, -0.473, -3.827], [1.330, 0.945, -3.669], [0.653, 1.924, -4.621], [-0.872, 1.987, -4.559], [-2.039, 0.126, -5.807], [-5.971, -0.956, -2.569], [-5.915, 0.431, -3.647], [-5.289, 0.587, -1.910], [-4.157, -1.133, -3.996], [-3.506, -0.831, -2.453], [-2.672, 1.235, -2.722], [-3.560, 1.626, -4.383], [-1.042, -0.366, -2.575], [-1.194, -1.473, -4.040], [1.228, -1.191, -3.181], [0.866, -0.947, -4.798], [1.294, 1.345, -2.655], [2.375, 1.106, -3.937], [0.926, 2.977, -4.541], [0.777, 1.687, -5.677], [-1.102, 2.573, -3.669], [-1.307, 2.565, -5.374], [-2.498, 0.970, -6.321], [-2.566, -0.823, -5.710], [-1.102, -0.078, -6.325], [1.345, -3.977, -2.158], [2.112, -3.049, -1.445], [0.312, -4.442, -1.403], [0.924, -3.534, -3.402], [2.094, -5.075, -2.392], [-6.924, -1.307, 0.847], [-7.662, -2.247, 1.492], [-7.571, -0.108, 1.180], [-5.559, -1.256, 1.248], [-6.889, -1.419, -0.509], [3.392, -2.889, 4.776], [2.447, -3.611, 5.588], [2.829, -1.784, 4.106], [4.389, -2.468, 5.661], [4.100, -3.627, 3.870]]
}